Record 1
Formula: C9H7BrI2
Source: OMol25
Level of theory: ωB97M-V/def2-TZVPD

Computed properties:
<S²> ... 2.02
2S+1 ... 3
Frontier orbital gap (alpha / beta) ... 4.22 / 4.70 eV
Lowest unoccupied orbital energy (alpha / beta) ... -0.21 / -3.90 eV
HOMO energy (alpha / beta) ... -4.43 / -8.60 eV

Geometry as XYZ:
```
19
Properties=species:S:1:pos:R:3:lowdin_charge:R:1
I 2.240 1.500 -1.626 0.833
I 2.724 0.125 2.181 0.756
Br 0.780 2.701 3.228 0.663
C 0.929 1.325 1.927 -1.089
C 0.043 -2.194 -1.631 -0.107
C 0.817 -1.145 -2.027 -0.153
C 0.934 -0.144 -1.109 -0.617
C -1.207 1.994 0.777 -0.057
C 0.113 -0.104 -0.011 -0.302
C -0.705 -1.170 0.293 -0.024
C -0.706 -2.247 -0.545 -0.085
C 0.038 1.130 0.889 -0.401
H 0.046 -3.149 -2.206 0.132
H -1.410 -1.104 1.018 0.090
H -2.023 1.676 1.390 0.084
H -1.265 -3.064 -0.411 0.079
H -1.670 1.950 -0.151 0.063
H 1.183 -1.049 -3.014 0.086
H -0.859 2.971 1.028 0.049
```

Record 2
Formula: C2H5N3S
Source: OMol25
Level of theory: ωB97M-V/def2-TZVPD

Computed properties:
Energy relative to the best compared isomer or geometry (same formula, charge and spin) ... 1.934 eV
Frontier orbital gap ... 9.47 eV
Lowest unoccupied orbital energy ... 0.66 eV
HOMO energy ... -8.82 eV
SMILES ... [H]/N=C\N(S)/C=N/[H]

Geometry as XYZ:
```
11
Properties=species:S:1:pos:R:3:lowdin_charge:R:1
S -1.392 -1.666 -0.027 0.779
N -1.668 1.132 -0.041 0.040
N -0.037 -0.522 0.026 -0.428
N 2.345 -0.352 -0.005 0.088
C 1.250 -0.973 -0.075 -0.373
C -0.439 0.801 -0.038 -0.312
H -2.237 -0.637 0.309 -0.126
H -1.849 2.107 -0.140 0.048
H 0.413 1.522 -0.013 0.133
H 2.316 0.668 0.164 0.042
H 1.298 -2.080 -0.158 0.110
```

Record 3
Formula: C29H29N8O6SeTa
Source: OMol25
Level of theory: ωB97M-V/def2-TZVPD

Computed properties:
Energy relative to the best compared isomer or geometry (same formula, charge and spin) ... 0.543 eV
Frontier orbital gap ... 7.12 eV
Lowest unoccupied orbital energy ... -0.04 eV
HOMO energy ... -7.16 eV

Geometry as XYZ:
```
74
Properties=species:S:1:pos:R:3:lowdin_charge:R:1
Ta -0.211 0.633 -0.312 1.413
Se -2.011 1.496 0.885 0.155
O -5.711 -2.620 -3.412 0.110
O -1.872 -3.061 -1.272 0.109
O -0.940 3.602 -2.792 0.102
O -4.132 -3.712 -2.283 0.144
O 0.097 2.058 -1.554 -0.337
O -0.835 -1.178 -0.721 -0.236
N 0.688 -0.024 1.505 -0.154
N 1.814 2.365 0.492 0.037
N 2.299 -1.707 -0.028 -0.052
N -2.454 0.320 -2.301 0.136
N 0.457 -0.219 -3.046 0.001
N 1.132 2.834 1.571 -0.114
N -4.386 -0.218 -3.192 0.191
N 2.057 -0.564 -0.702 0.000
C -3.813 2.213 -3.247 0.015
C 3.155 -0.326 -1.404 -0.152
C 3.540 -2.174 -0.287 -0.044
C 0.958 0.649 2.692 -0.234
C 0.149 -4.231 1.618 -0.265
C -0.171 2.686 -2.705 -0.575
C 1.337 2.701 3.962 0.015
C 0.530 -1.436 1.609 -0.293
C -4.656 -2.630 -2.828 -0.479
C 1.139 -3.652 0.840 0.022
C 2.008 3.434 -0.269 -0.164
C -3.877 -1.378 -2.692 -0.072
C -1.786 -1.847 -1.326 -0.480
C 4.130 -1.311 -1.178 -0.041
C -0.104 -5.714 1.559 -0.045
C 1.721 2.754 6.454 -0.055
C 1.165 -0.024 3.908 -0.012
C 1.323 -2.279 0.846 -0.139
C 0.892 4.154 1.468 -0.066
C 0.608 2.103 -3.851 -0.089
C -0.661 -3.390 2.381 -0.020
C 0.122 0.684 -4.156 -0.228
C 1.095 2.043 2.763 -0.145
C 1.451 2.024 5.164 -0.282
C -2.689 -1.018 -2.130 -0.150
C -3.519 0.793 -2.919 -0.325
C -0.483 -2.019 2.366 -0.024
C 1.450 4.588 0.289 -0.034
C 1.384 0.640 5.101 -0.043
H 5.125 -1.368 -1.585 0.098
H -1.138 -1.367 2.930 0.126
H -5.287 -0.165 -3.642 0.175
H 2.786 2.964 6.581 0.080
H -3.822 2.380 -4.326 0.090
H 1.402 2.161 7.312 0.074
H 1.423 5.585 -0.121 0.102
H -4.792 2.495 -2.853 0.091
H 3.216 0.568 -2.008 0.108
H -0.735 -5.961 0.701 0.087
H 0.479 2.744 -4.720 0.124
H 1.513 0.054 6.005 0.113
H 1.742 -4.270 0.182 0.124
H 0.034 -1.128 -3.188 0.085
H -1.462 -3.818 2.975 0.118
H 0.826 -6.275 1.459 0.077
H -0.964 0.695 -4.262 0.103
H 1.456 -0.380 -2.999 0.050
H 0.341 4.678 2.233 0.131
H 3.907 -3.061 0.205 0.129
H 0.538 0.362 -5.115 0.113
H 1.140 -1.102 3.924 0.104
H -0.616 -6.062 2.457 0.077
H -3.059 2.849 -2.799 0.060
H 2.498 3.321 -1.225 0.108
H 1.192 3.708 6.492 0.076
H 1.669 2.072 -3.588 0.114
H 1.479 3.775 3.942 0.116
H -3.279 -3.493 -1.831 0.048
```

Please write out number 2 again, unchanged.
Formula: C2H5N3S
Source: OMol25
Level of theory: ωB97M-V/def2-TZVPD

Computed properties:
Energy relative to the best compared isomer or geometry (same formula, charge and spin) ... 1.934 eV
Frontier orbital gap ... 9.47 eV
Lowest unoccupied orbital energy ... 0.66 eV
HOMO energy ... -8.82 eV
SMILES ... [H]/N=C\N(S)/C=N/[H]

Geometry as XYZ:
```
11
Properties=species:S:1:pos:R:3:lowdin_charge:R:1
S -1.392 -1.666 -0.027 0.779
N -1.668 1.132 -0.041 0.040
N -0.037 -0.522 0.026 -0.428
N 2.345 -0.352 -0.005 0.088
C 1.250 -0.973 -0.075 -0.373
C -0.439 0.801 -0.038 -0.312
H -2.237 -0.637 0.309 -0.126
H -1.849 2.107 -0.140 0.048
H 0.413 1.522 -0.013 0.133
H 2.316 0.668 0.164 0.042
H 1.298 -2.080 -0.158 0.110
```